[1]
Density functional theory data (ωB97M-V/def2-TZVPD) for a molecular structure, C20H41N2P3PtSe in a non-equilibrium geometry.

Results
Relative energy (zero: lowest compared OMol25 entry of this formula, charge and spin) in kcal per mole: 0.0
Spin multiplicity: 5
Charge: +4
HOMO (spin up / spin down) in eV: -18.185 / -18.119
<S²>: 6.028
Orbital gap (spin up / spin down) in eV: 7.296 / 1.722

Each line ends with the Mulliken charge.
Element x y z (Å)
Pt 0.00 0.19 1.14  1.7604
P 0.29 2.24 2.46  0.2783
P -2.31 0.49 0.89  0.3495
P 2.27 -0.17 0.80  0.4796
H -1.43 -3.05 -6.57  0.4301
C -0.64 -3.75 -6.28  -0.6753
C -0.70 -4.44 -5.11  -0.4816
H -1.61 -4.47 -4.49  0.3078
C 0.39 3.75 1.46  -1.2594
C -1.08 2.59 3.63  -1.1771
C 1.78 2.30 3.52  -1.1956
C -2.91 -0.56 -0.44  -1.0270
C -3.35 0.06 2.32  -1.2151
C -2.82 2.16 0.36  -0.9277
C 2.54 -1.39 -0.50  -1.0738
C 3.20 -0.82 2.23  -1.1599
C 3.17 1.30 0.19  -1.0289
H 0.09 -3.88 -7.12  0.2982
H 0.10 -5.05 -4.69  0.3021
H 0.48 4.65 2.10  0.5412
H -0.51 3.85 0.84  0.3222
H 1.27 3.70 0.80  0.3209
H -0.87 3.51 4.20  0.5670
H -1.16 1.75 4.34  0.3024
H -2.02 2.71 3.09  0.3571
H 1.79 3.23 4.10  0.5679
H 2.68 2.25 2.91  0.3536
H 1.76 1.45 4.22  0.2957
H -4.00 -0.42 -0.55  0.5580
H -2.70 -1.60 -0.16  0.3793
H -2.39 -0.30 -1.37  0.1742
H -4.38 0.30 2.01  0.5486
H -3.03 0.67 3.18  0.3311
H -3.23 -1.01 2.52  0.3719
H -3.91 2.18 0.25  0.5747
H -2.35 2.41 -0.61  0.1214
H -2.53 2.92 1.09  0.2556
H 3.63 -1.55 -0.61  0.5473
H 2.09 -1.01 -1.43  0.2245
H 2.06 -2.32 -0.17  0.3901
H 4.24 -0.97 1.88  0.5311
H 2.75 -1.77 2.52  0.3383
H 3.15 -0.08 3.04  0.3233
H 4.21 1.02 0.00  0.5440
H 3.17 2.12 0.92  0.2949
H 2.73 1.67 -0.75  0.2405
C 0.16 0.93 -3.38  0.5316
C -0.12 -0.45 -3.25  0.0286
C -0.03 -1.22 -4.39  -0.3888
C 0.40 -0.74 -5.62  -0.0583
C 0.76 0.61 -5.71  -0.8366
C 0.72 1.40 -4.59  -0.6034
Se -0.23 2.39 -2.17  0.2605
H 0.06 1.68 -0.84  -0.1984
H -0.40 -0.96 -2.33  0.6219
H -0.34 -2.25 -4.35  -0.0117
H 0.42 -1.46 -6.45  0.3924
H 1.07 1.08 -6.64  0.4491
H 1.07 2.44 -4.68  0.4180
N -0.35 -2.27 4.54  0.0304
C -0.62 -3.22 3.56  -0.7590
C -0.52 -2.59 2.36  -0.3613
N -0.19 -1.26 2.61  0.1245
C -0.09 -1.09 3.94  -0.4743
H -0.33 -2.42 5.54  0.2765
H -0.84 -4.24 3.82  0.4491
H -0.65 -3.03 1.39  0.4556
H 0.15 -0.18 4.50  0.2920

---

[2]
Density functional theory data (ωB97M-V/def2-TZVPD) for 3 unconnected molecules or ions with the total composition C20H41N3O5PS.

Results
Relative energy (zero: lowest compared OMol25 entry of this formula, charge and spin) in kcal per mole: 0.0
Spin multiplicity: 1
Charge: +1
HOMO in eV: -10.853
Orbital gap in eV: 6.704

Each line ends with the Mulliken charge.
Element x y z (Å)
C -1.90 -1.89 0.98  -0.5010
C -1.89 -1.47 2.43  -0.3694
O -1.80 -2.60 3.30  -0.4017
C -0.80 -2.49 4.27  -1.0939
C 0.56 -2.69 3.61  1.3606
C 1.23 -4.08 3.61  -1.2100
C 2.55 -3.69 3.04  0.0475
N 2.81 -2.45 3.21  0.1683
C 3.96 -1.70 2.64  -0.7332
C 4.07 -1.98 1.15  -1.0975
C 2.73 -1.76 0.43  0.1766
C 2.88 -1.32 -1.03  -0.9963
C 1.59 -1.50 -1.80  -0.3327
O 1.36 -2.91 -1.93  -0.3590
C 0.12 -3.25 -2.36  0.8523
C 0.01 -4.73 -2.60  -1.1616
O -0.76 -2.44 -2.52  -0.5199
C 1.74 -1.81 4.02  -0.4754
P 2.29 -1.89 5.82  0.1774
S 3.29 -0.35 6.37  -0.3098
H -2.05 -1.00 0.36  0.0601
H -0.95 -2.34 0.69  0.0467
H -2.69 -2.62 0.78  0.3465
H -1.04 -0.80 2.61  0.2515
H -2.79 -0.91 2.69  0.4291
H -1.00 -3.25 5.02  0.3676
H -0.83 -1.50 4.76  0.4820
H 0.44 -2.48 2.54  -0.6709
H 0.73 -4.80 2.96  0.3896
H 1.35 -4.52 4.60  0.3848
H 3.23 -4.32 2.48  0.5365
H 3.75 -0.65 2.81  0.4066
H 4.85 -1.97 3.20  0.3304
H 4.84 -1.32 0.74  0.4346
H 4.42 -3.01 0.98  0.3321
H 2.12 -1.03 0.98  0.1728
H 2.16 -2.70 0.42  0.3257
H 3.16 -0.27 -1.08  0.4396
H 3.68 -1.90 -1.50  0.3848
H 1.66 -1.05 -2.79  0.4989
H 0.75 -1.03 -1.29  0.0495
H 0.33 -5.28 -1.71  0.3004
H -1.01 -4.98 -2.84  0.3518
H 0.67 -5.01 -3.42  0.3099
H 1.66 -0.74 3.83  0.6306
H 1.09 -2.19 6.49  0.1257
H 2.96 -3.12 5.84  0.0797
C -2.38 1.24 -1.63  0.1342
O -1.68 0.98 -0.66  -0.6861
N -1.97 1.96 -2.68  0.2444
C -2.83 2.24 -3.82  -0.7894
C -0.62 2.49 -2.68  -0.8465
H -3.42 0.91 -1.71  0.2662
H -2.40 1.82 -4.73  0.3296
H -2.97 3.31 -3.95  0.2737
H -3.80 1.77 -3.65  0.2928
H 0.12 1.68 -2.62  0.0879
H -0.46 3.15 -1.83  0.3057
H -0.46 3.04 -3.60  0.4063
C -3.66 6.61 -4.24  0.1250
O -3.81 5.41 -4.32  -0.5988
N -2.82 7.22 -3.37  0.1165
C -2.68 8.66 -3.31  -0.9245
C -2.04 6.38 -2.48  -0.8731
H -4.21 7.32 -4.88  0.2409
H -1.66 8.96 -3.52  0.3323
H -2.96 9.03 -2.32  0.3328
H -3.34 9.11 -4.04  0.2938
H -1.39 5.71 -3.04  0.2471
H -2.69 5.77 -1.85  0.2880
H -1.43 7.02 -1.85  0.3834

---

[3]
Density functional theory data (ωB97M-V/def2-TZVPD) for 3 unconnected molecules or ions with the total composition C20H41O8S in a non-equilibrium geometry.

Results
Relative energy (zero: lowest compared OMol25 entry of this formula, charge and spin) in kcal per mole: 0.0
Spin multiplicity: 1
Charge: -1
HOMO in eV: -2.347
Orbital gap in eV: 4.675

Each line ends with the Mulliken charge.
Element x y z (Å)
C 0.21 -2.35 2.07  -0.9953
C -1.25 -1.98 2.22  0.7660
O -1.55 -1.20 3.01  -0.4809
O -2.19 -2.56 1.43  -0.3989
C -2.11 -2.14 0.04  -0.5638
C -3.21 -1.19 -0.36  -0.3935
C -3.10 0.21 0.28  -0.8238
C -1.73 0.82 0.04  0.3925
C -1.61 2.28 0.47  -1.1370
S -2.40 3.24 -0.88  -0.3255
C -0.12 2.75 0.53  -0.7283
C 0.86 1.96 -0.31  -0.0230
C 2.30 2.50 -0.23  -0.8570
C 3.21 1.45 -0.86  -0.5026
O 4.42 2.02 -1.43  -0.2908
C 5.49 1.28 -1.17  0.2207
O 6.55 1.73 -1.16  -0.4873
H 0.52 -2.40 1.03  0.2800
H 0.78 -1.54 2.52  0.3327
H 0.48 -3.26 2.60  0.3391
H -1.12 -1.76 -0.17  0.2972
H -2.22 -3.07 -0.54  0.3317
H -4.19 -1.62 -0.19  0.3178
H -3.11 -1.03 -1.43  0.1677
H -3.40 0.21 1.32  0.3231
H -3.84 0.81 -0.26  0.4135
H -1.48 0.66 -1.03  0.3481
H -0.99 0.25 0.60  -0.4698
H -1.74 2.84 -2.02  -0.0139
H 0.19 2.79 1.58  0.3739
H -0.14 3.79 0.20  0.4679
H 0.57 2.03 -1.37  0.2104
H 0.92 0.92 -0.02  0.1712
H 2.40 3.47 -0.70  0.3200
H 2.56 2.53 0.83  0.2996
H 3.41 0.67 -0.14  0.4443
H 2.64 0.99 -1.67  0.2698
H 5.38 0.21 -0.96  0.4155
C 7.53 0.18 1.22  -0.7528
O 6.63 -0.86 1.60  -0.2616
C 7.24 -1.88 2.37  -0.6066
C 6.89 -1.74 3.84  -0.4894
O 7.49 -0.58 4.41  -0.3785
C 6.57 0.48 4.59  -0.6587
H 6.95 0.98 0.77  0.2049
H 8.08 0.57 2.08  0.3720
H 8.24 -0.20 0.47  0.3090
H 8.33 -1.87 2.23  0.3590
H 6.85 -2.83 2.01  0.3706
H 7.29 -2.61 4.38  0.3741
H 5.81 -1.73 3.98  0.3227
H 5.86 0.24 5.39  0.3249
H 6.02 0.70 3.67  0.2577
H 7.13 1.36 4.88  0.2385
C -6.08 -2.08 -3.48  -0.8626
O -5.72 -0.78 -3.06  -0.2064
C -6.11 0.23 -3.97  -0.5255
C -7.34 0.97 -3.49  -0.5307
O -8.49 0.14 -3.51  -0.3817
C -8.86 -0.32 -2.22  -0.6457
H -5.89 -2.76 -2.66  0.2218
H -7.14 -2.14 -3.75  0.3813
H -5.47 -2.38 -4.34  0.3097
H -6.28 -0.18 -4.97  0.3402
H -5.28 0.94 -4.04  0.3862
H -7.53 1.81 -4.16  0.3686
H -7.17 1.38 -2.48  0.3339
H -9.25 0.50 -1.61  0.3265
H -8.01 -0.79 -1.71  0.2472
H -9.65 -1.07 -2.34  0.2404

---

[4]
Density functional theory data (ωB97M-V/def2-TZVPD) for 10 unconnected molecules or ions with the total composition C20H42F27N4O12P3S3 in a non-equilibrium geometry.

Results
Spin multiplicity: 1
Charge: -2
HOMO in eV: -5.148
Orbital gap in eV: 7.662

Each line ends with the Mulliken charge.
Element x y z (Å)
C -4.81 -3.62 1.82  -0.4207
C -5.41 -2.30 1.45  0.4339
O -5.28 -1.72 0.38  -0.5421
N -6.60 -1.92 2.31  -0.0557
H -7.22 -1.31 1.78  0.4323
H -7.20 -2.74 2.34  0.4060
C -6.24 -1.30 3.65  -0.5588
H -5.53 -4.43 1.74  0.4837
H -4.48 -3.62 2.86  0.1354
H -4.04 -3.69 1.05  -0.1208
H -7.19 -0.96 4.05  0.3502
H -5.61 -0.44 3.42  0.2163
H -5.73 -1.98 4.33  0.2431
C 5.78 3.43 2.79  -1.0886
C 5.58 2.01 3.47  0.6115
O 5.91 1.85 4.59  -0.3986
N 4.59 1.04 2.85  0.7603
H 3.95 0.76 3.58  -0.2416
H 4.04 1.50 2.14  0.4108
C 5.10 -0.36 2.49  -0.7870
H 6.70 3.80 3.23  0.3652
H 4.91 4.09 2.78  0.2921
H 5.92 3.41 1.71  0.3494
H 6.01 -0.26 1.90  0.3350
H 4.30 -0.86 1.96  0.2410
H 5.06 -0.89 3.44  0.4262
C 0.24 -0.30 2.55  -0.1983
C 0.35 -0.18 1.01  0.3872
O 1.44 -0.30 0.35  -0.4792
N -1.02 0.03 0.30  1.0385
H -1.49 0.74 0.85  0.1859
H -0.92 0.51 -0.58  -0.1103
C -1.98 -1.22 0.30  -0.6033
H -0.18 0.55 3.08  0.5279
H 1.24 -0.36 2.98  -0.3168
H -0.18 -1.28 2.79  -0.0468
H -2.99 -0.85 0.11  0.3161
H -1.81 -1.81 1.20  0.0945
H -1.65 -1.80 -0.56  0.4917
C 1.27 -1.51 -2.75  -1.4497
C 1.90 -0.33 -3.55  -0.0857
C 1.03 0.43 -4.57  -0.4081
N 1.74 1.56 -5.46  0.6142
C 2.13 2.89 -4.70  -1.4027
C 3.06 1.09 -6.07  -0.4899
C 3.02 1.45 -7.51  -0.6827
C 1.82 2.35 -7.78  -0.7355
C 0.89 1.95 -6.69  -0.6057
H 0.42 -1.12 -2.19  -0.0986
H 2.03 -1.97 -2.13  0.4289
H 0.89 -2.27 -3.43  0.5916
H 2.57 -0.97 -4.11  0.2244
H 2.51 0.26 -2.87  0.2687
H 0.23 1.01 -4.11  0.4148
H 0.55 -0.20 -5.32  0.2158
H 2.53 2.50 -3.76  0.5483
H 1.21 3.34 -4.33  0.3538
H 2.77 3.57 -5.27  0.3929
H 3.98 1.41 -5.57  0.4636
H 3.11 0.00 -5.95  0.2066
H 3.98 1.89 -7.77  0.3294
H 2.94 0.56 -8.14  0.3373
H 2.11 3.38 -7.58  0.3177
H 1.40 2.21 -8.77  0.3913
H 0.13 2.66 -6.36  0.4202
H 0.42 1.01 -6.97  0.4186
C -3.08 0.90 -4.66  0.2436
F -1.96 1.22 -5.38  -0.1822
F -3.81 2.05 -4.53  -0.2270
F -3.76 0.01 -5.32  -0.1985
S -2.52 0.19 -2.92  1.1750
O -3.81 -0.07 -2.26  -0.5686
O -1.89 -1.09 -3.23  -0.6755
O -1.62 1.09 -2.21  -0.7486
C 3.07 0.75 7.24  0.5021
F 2.88 -0.04 8.32  -0.2295
F 2.62 2.00 7.49  -0.2245
F 4.41 0.75 7.06  -0.2335
S 2.30 -0.03 5.64  1.1326
O 2.45 1.08 4.69  -0.7419
O 3.26 -1.09 5.28  -0.7219
O 0.93 -0.50 5.87  -0.4686
C 1.52 3.61 -0.70  0.3363
F 0.77 2.48 -0.70  -0.2406
F 1.48 4.21 -1.90  -0.1958
F 1.03 4.47 0.22  -0.2283
S 3.41 3.18 -0.25  1.0035
O 3.35 2.74 1.13  -0.7841
O 3.73 2.21 -1.25  -0.6333
O 4.09 4.49 -0.42  -0.6944
P -1.58 -5.50 -0.49  1.2764
F -2.08 -6.03 0.99  -0.3677
F -2.95 -4.71 -0.84  -0.3366
F -1.10 -4.07 0.03  -0.3966
F -1.00 -5.14 -2.03  -0.4012
F -0.07 -5.96 -0.07  -0.4233
F -1.83 -7.05 -1.04  -0.3841
P -3.93 2.48 2.14  1.4086
F -5.33 1.71 1.86  -0.3823
F -4.33 2.67 3.66  -0.3869
F -3.17 1.07 2.51  -0.3818
F -2.54 3.32 2.58  -0.3994
F -3.45 2.17 0.54  -0.4140
F -4.77 3.74 1.67  -0.3853
P -2.12 -3.40 4.64  1.3365
F -1.87 -2.00 5.46  -0.4178
F -1.88 -4.29 5.98  -0.3684
F -3.74 -3.35 5.01  -0.4519
F -2.41 -4.73 3.81  -0.3456
F -2.43 -2.48 3.39  -0.3466
F -0.52 -3.45 4.21  -0.3730

---

[5]
Density functional theory data (ωB97M-V/def2-TZVPD) for a molecular structure, C20H42F6InN7O10S2 in a non-equilibrium geometry.

Results
Relative energy (zero: lowest compared OMol25 entry of this formula, charge and spin) in kcal per mole: 116.0
Spin multiplicity: 1
Charge: +2
HOMO in eV: -14.357
Orbital gap in eV: 3.337

Each line ends with the Mulliken charge.
Element x y z (Å)
In -0.87 -0.36 -0.89  1.4608
C -5.77 0.82 1.01  0.5753
F -6.22 0.47 -0.21  -0.1919
F -6.57 1.84 1.54  -0.1673
F -5.86 -0.25 1.80  -0.1595
S -3.85 1.36 1.02  0.7783
O -3.84 2.57 1.85  -0.5518
O -3.08 0.26 1.60  -0.5531
N -3.20 1.51 -0.60  -0.1040
S -3.52 2.99 -0.87  0.7206
O -4.77 3.66 -0.40  -0.4845
O -2.32 3.78 -0.62  -0.6876
C -3.68 3.02 -2.81  0.5094
F -4.11 4.17 -3.32  -0.1970
F -2.55 2.57 -3.39  -0.1478
F -4.67 2.14 -3.13  -0.2553
C -3.07 -3.33 2.60  -0.9307
C -2.72 -3.30 1.12  0.5984
O -2.39 -2.28 0.57  -0.4497
N -2.69 -4.38 0.43  -0.1590
C -3.21 -5.69 0.68  -0.9920
H -3.68 -4.21 2.84  0.5229
H -3.85 -2.58 2.73  0.1754
H -2.18 -3.26 3.23  0.1728
H -2.26 -4.30 -0.48  0.1805
H -4.27 -5.71 0.43  0.3630
H -3.24 -5.97 1.73  0.3474
H -2.62 -6.42 0.13  0.3166
C 1.51 -1.95 3.54  -0.7334
C 1.25 -2.45 2.09  0.5133
O 0.54 -1.80 1.33  -0.4140
N 1.82 -3.60 1.76  -0.2128
C 1.70 -4.23 0.43  -0.6822
H 0.57 -1.80 4.08  0.2237
H 2.01 -0.98 3.53  -0.0069
H 2.21 -2.65 4.00  0.4166
H 2.30 -4.20 2.41  0.2608
H 1.89 -5.30 0.42  0.4088
H 2.34 -3.73 -0.29  0.1759
H 0.68 -4.12 0.06  0.0488
C 4.41 0.31 -0.17  -1.0112
C 2.95 0.59 0.30  0.2915
O 2.00 0.23 -0.35  0.3726
N 2.79 1.18 1.49  0.6398
C 3.73 1.72 2.49  -0.9908
H 4.81 1.12 -0.78  0.3140
H 4.18 -0.54 -0.80  -0.0892
H 5.12 -0.05 0.58  0.4556
H 1.80 1.39 1.59  -0.5405
H 3.36 1.35 3.45  0.3147
H 3.70 2.81 2.51  0.3147
H 4.79 1.52 2.29  0.3743
C 1.41 2.92 -3.92  -1.3035
C 0.64 2.95 -2.57  0.5251
O 0.30 1.97 -2.02  -0.4134
N 0.16 4.12 -2.09  0.4636
C 0.26 5.47 -2.63  -1.0969
H 2.45 2.76 -3.65  0.2792
H 1.29 3.87 -4.45  0.5343
H 1.01 2.11 -4.52  0.2906
H -0.43 4.01 -1.28  -0.2178
H -0.60 5.66 -3.28  0.3276
H 1.21 5.66 -3.13  0.4416
H 0.18 6.09 -1.74  0.3293
C 3.69 -1.55 -3.50  -1.4696
C 2.29 -1.98 -2.90  0.6272
O 1.43 -1.14 -2.60  -0.2408
N 1.97 -3.27 -2.85  -0.0815
C 2.65 -4.39 -3.41  -0.9924
H 4.52 -1.62 -2.80  0.4073
H 3.69 -0.47 -3.58  0.3329
H 3.87 -1.95 -4.50  0.4919
H 1.02 -3.41 -2.51  0.1434
H 2.65 -5.21 -2.69  0.2982
H 3.60 -4.18 -3.90  0.3443
H 2.14 -4.66 -4.34  0.4119
C 0.50 3.95 1.26  -1.4477
C -0.05 2.67 1.89  0.8117
O -0.17 1.67 1.17  -0.0978
N -0.42 2.64 3.15  -0.1538
C -0.96 1.43 3.83  -0.6787
H 0.97 4.56 2.03  0.6075
H -0.22 4.63 0.81  0.1955
H 1.26 3.77 0.49  0.2303
H -0.32 3.47 3.71  0.2429
H -1.01 0.57 3.16  -0.0134
H -1.99 1.71 4.06  0.3552
H -0.38 1.21 4.73  0.3809

---

[6]
Density functional theory data (ωB97M-V/def2-TZVPD) for a molecular structure, C20H42I2O7PS in a non-equilibrium geometry.

Results
Spin multiplicity: 1
Charge: -1
HOMO in eV: -4.182
Orbital gap in eV: 6.483

Each line ends with the Mulliken charge.
Element x y z (Å)
C 4.35 0.19 1.29  -0.7914
C 4.06 -1.04 0.46  0.7168
O 4.15 -2.16 0.94  -0.6394
O 3.62 -0.89 -0.82  -0.1352
C 4.44 -0.11 -1.70  -0.8175
C 3.56 0.61 -2.72  -0.5667
C 3.13 2.03 -2.28  -0.2593
C 1.62 2.22 -2.14  -1.8422
P 0.83 1.39 -0.59  2.9890
C 0.04 0.35 0.85  -0.5294
C 0.23 -1.16 0.57  -0.3813
C -0.90 -1.88 -0.18  -0.7937
S -0.75 -2.09 -1.94  1.1602
O -0.68 -0.87 -2.68  -0.5440
O -1.82 -2.97 -2.34  -0.7070
O 0.58 -2.94 -2.13  -0.4291
C 0.40 3.13 0.21  -1.2330
I 2.26 4.32 0.45  -0.0880
C -0.39 3.32 1.50  -0.7945
C -1.85 2.83 1.45  -1.2236
I 0.57 2.84 3.40  -0.0311
H 3.53 0.36 1.97  0.1389
H 5.26 -0.01 1.84  0.3356
H 4.50 1.07 0.69  0.2505
H 5.08 0.58 -1.17  0.5216
H 5.10 -0.80 -2.23  0.3116
H 4.16 0.71 -3.62  0.4190
H 2.68 0.00 -2.87  0.1413
H 3.66 2.28 -1.37  0.0827
H 3.48 2.75 -3.02  0.4377
H 1.16 1.70 -2.98  0.4803
H 1.32 3.26 -2.25  0.5174
H 2.13 1.36 0.10  -0.5514
H 1.09 0.11 -1.26  -0.9652
H -0.48 1.44 -1.27  -0.1986
H -1.04 0.47 0.92  -0.0104
H 0.54 0.50 1.80  0.1031
H 0.21 -1.64 1.56  0.6215
H 1.21 -1.37 0.16  -0.2569
H -1.88 -1.44 -0.05  0.3462
H -0.96 -2.89 0.20  0.4030
H 1.34 -2.34 -2.04  0.3343
H -0.11 3.72 -0.54  0.6602
H -0.47 4.40 1.63  0.8697
H -2.53 3.61 1.73  0.3200
H -1.95 2.04 2.19  0.3145
H -2.06 2.39 0.49  0.3529
C -6.09 5.18 4.09  -0.5495
C -4.79 5.72 4.69  -0.5788
C -3.77 4.69 4.23  -0.3249
O -4.25 4.20 2.98  -0.3108
C -5.59 4.62 2.76  -0.5402
H -6.87 5.92 3.98  0.3344
H -6.47 4.37 4.72  0.2604
H -4.57 6.70 4.26  0.2809
H -4.82 5.83 5.78  0.3424
H -3.71 3.85 4.93  0.2485
H -2.78 5.11 4.10  0.2310
H -5.59 5.39 1.99  0.2824
H -6.19 3.78 2.41  0.2927
C 0.21 -6.24 -2.78  -0.1926
C -0.28 -7.53 -3.45  -0.6524
C 0.54 -8.59 -2.73  -0.4407
O 0.77 -8.09 -1.41  -0.4330
C 0.40 -6.70 -1.35  -0.3403
H -0.49 -5.41 -2.87  0.1970
H 1.16 -5.94 -3.21  0.1974
H -1.34 -7.67 -3.26  0.2796
H -0.13 -7.54 -4.53  0.3586
H 1.52 -8.74 -3.21  0.2556
H 0.03 -9.55 -2.67  0.2821
H -0.53 -6.62 -0.78  0.2323
H 1.18 -6.15 -0.82  0.2491